Run P
C3H9N2 | wB97M-V/def2-TZVPD

Positions of all 14 atoms, in Å:
C: -1.191 -0.774 1.273
C: -0.209 -0.023 0.441
N: -0.033 1.281 0.792
C: 0.457 -0.631 -0.557
N: 1.185 0.124 -1.604
H: -0.892 -1.805 1.422
H: -1.300 -0.337 2.261
H: -2.163 -0.811 0.793
H: -0.661 1.730 1.442
H: 0.344 1.991 0.184
H: 0.307 -1.658 -0.823
H: 0.977 1.124 -1.613
H: 2.204 0.065 -1.491
H: 0.974 -0.275 -2.519

HOMO energy = -13.26 eV
LUMO energy = -3.771 eV
HOMO-LUMO gap = 9.5 eV
Net charge = +1
SMILES = C/C(N)=C/[NH3+]

Run Q
C3H9N2 | wB97M-V/def2-TZVPD

Positions of all 14 atoms, in Å:
C: -0.708 1.313 0.060
C: 0.238 0.150 0.098
N: 1.698 0.372 0.278
C: -0.138 -1.145 -0.056
N: -1.309 -1.524 -0.596
H: -1.675 0.975 0.407
H: -0.319 2.082 0.739
H: -0.790 1.846 -0.890
H: 1.930 1.362 0.359
H: 2.006 -0.041 1.172
H: 2.258 -0.094 -0.432
H: 0.377 -1.947 0.465
H: -1.967 -0.864 -0.976
H: -1.601 -2.485 -0.628

HOMO energy = -12.57 eV
LUMO energy = -3.576 eV
HOMO-LUMO gap = 9.0 eV
Net charge = +1
SMILES = C/C([NH3+])=C\N

Run R
C3H9N2 | wB97M-V/def2-TZVPD

Positions of all 14 atoms, in Å:
C: 1.645 1.432 -0.231
C: 0.631 0.420 -0.768
N: -0.161 -0.188 0.327
C: -0.999 -1.157 0.116
N: -1.898 -1.509 1.038
H: 1.150 2.364 0.018
H: 2.218 0.951 0.556
H: 2.267 1.679 -1.089
H: -0.024 0.887 -1.483
H: 1.118 -0.398 -1.298
H: -0.070 0.221 1.248
H: -1.094 -1.506 -0.907
H: -2.380 -0.830 1.607
H: -2.404 -2.365 0.865

HOMO energy = -15.48 eV
LUMO energy = -4.241 eV
HOMO-LUMO gap = 11.2 eV
Net charge = +1
SMILES = CC/[NH+]=C/N

The structure with the most favorable energy is run R; the runner-up is 55.4 kJ/mol above it.

Run P
C3H9N2 | wB97M-V/def2-TZVPD

Positions of all 14 atoms, in Å:
C: -0.954 0.465 1.933
C: -1.006 -0.012 0.495
N: 0.365 -0.018 -0.063
C: 0.611 -0.091 -1.383
N: 1.803 -0.404 -1.980
H: -0.190 0.368 2.758
H: -1.002 1.462 2.092
H: -1.793 0.052 2.429
H: -1.433 -0.985 0.245
H: -1.707 0.558 -0.315
H: 1.143 -0.133 0.457
H: -0.204 -0.137 -2.155
H: 2.709 -0.527 -1.609
H: 1.659 -0.599 -2.903

HOMO energy = -15.06 eV
LUMO energy = -4.140 eV
HOMO-LUMO gap = 10.9 eV
Net charge = +1
SMILES = CC/[NH+]=C/N

Run Q
C3H9N2 | wB97M-V/def2-TZVPD

Positions of all 14 atoms, in Å:
C: -1.191 0.024 -0.482
C: -0.148 0.259 -1.464
C: -0.038 -0.387 0.535
N: 0.689 -1.556 0.687
N: 0.570 0.861 1.119
H: -1.732 0.919 -0.137
H: -2.058 -0.714 -0.677
H: -0.071 -0.246 -2.402
H: 0.151 1.382 -1.501
H: 1.625 -1.493 0.437
H: 0.233 -2.282 0.144
H: 1.447 0.450 1.420
H: -0.036 1.144 1.915
H: 0.560 1.639 0.405

HOMO energy (spin up / spin down) = -12.36 / -12.37 eV
LUMO energy (spin up / spin down) = -4.082 / -4.081 eV
HOMO-LUMO gap (spin up / spin down) = 8.3 / 8.3 eV
Net charge = +1

The structure with the most favorable energy is run P; the runner-up is 253.3 kJ/mol above it.

Run P
C3H9N2 | wB97M-V/def2-TZVPD

Positions of all 14 atoms, in Å:
C: 2.380 -0.273 0.264
N: 1.294 -0.121 -0.432
C: 0.209 0.728 0.072
N: -0.693 -0.348 0.154
C: -2.080 -0.222 -0.376
H: 2.604 0.469 0.937
H: 3.074 -1.032 0.287
H: 0.919 -0.737 -1.049
H: 0.525 1.121 1.048
H: -0.091 1.485 -0.724
H: -0.993 -0.634 1.160
H: -2.584 0.613 0.195
H: -2.029 0.151 -1.374
H: -2.534 -1.199 -0.161

HOMO energy = -14.15 eV
LUMO energy = -5.191 eV
HOMO-LUMO gap = 9.0 eV
Net charge = +1
SMILES = C=[NH+]CNC

Run Q
C3H9N2 | wB97M-V/def2-TZVPD

Positions of all 14 atoms, in Å:
C: -1.284 1.883 0.044
N: -0.050 1.725 0.281
H: -1.891 1.006 -0.144
H: -1.745 2.864 0.055
H: 0.519 2.511 0.599
H: 0.371 0.730 0.289
C: 1.325 -0.865 0.628
C: 0.282 -1.553 0.101
N: -0.126 -1.669 -1.190
H: 2.225 -0.576 0.095
H: 1.437 -0.892 1.704
H: -0.298 -2.161 0.793
H: 0.300 -1.060 -1.863
H: -1.065 -1.945 -1.392

HOMO energy = -12.69 eV
LUMO energy = -5.113 eV
HOMO-LUMO gap = 7.6 eV
Net charge = +1

The structure with the most favorable energy is run Q; the runner-up is 95.3 kJ/mol above it.

Run P
C2H6N2OS | wB97M-V/def2-TZVPD

Positions of all 12 atoms, in Å:
C: 0.790 1.076 -0.314
N: 0.228 -0.244 -0.374
S: 1.505 -1.457 -0.138
C: -0.806 -0.370 0.630
N: -2.021 -0.660 0.540
O: -2.316 -1.009 -0.765
H: -0.115 1.784 -0.341
H: 1.347 1.327 -1.213
H: 1.416 1.421 0.497
H: 1.990 -0.980 1.078
H: -0.499 0.007 1.642
H: -1.518 -0.896 -1.241

HOMO energy = -9.82 eV
LUMO energy = 0.543 eV
HOMO-LUMO gap = 10.4 eV
SMILES = CN(S)/C=N\O

Run Q
C2H6N2OS | wB97M-V/def2-TZVPD

Positions of all 12 atoms, in Å:
N: 1.889 -1.190 -0.111
N: 0.557 -0.805 -0.053
C: 0.323 0.527 -0.065
O: 1.188 1.409 -0.056
C: -1.126 0.945 -0.109
S: -2.343 -0.456 -0.154
H: 2.406 -0.847 0.713
H: 2.266 -0.609 -0.869
H: -0.115 -1.552 -0.222
H: -1.297 1.628 0.727
H: -1.263 1.552 -0.974
H: -2.484 -0.602 1.174

HOMO energy = -9.57 eV
LUMO energy = 0.681 eV
HOMO-LUMO gap = 10.2 eV
SMILES = NNC(=O)CS

Run R
C2H6N2OS | wB97M-V/def2-TZVPD

Positions of all 12 atoms, in Å:
C: -0.715 0.243 -0.623
N: -1.140 0.093 0.556
N: -1.694 -1.082 1.011
O: -2.012 -2.013 0.039
H: -0.171 1.168 -0.926
H: -0.944 -0.404 -1.530
H: -2.410 -0.784 1.714
H: -1.524 -2.860 0.348
C: 1.682 -0.640 0.802
S: 2.819 -0.679 -0.368
H: 1.085 0.287 1.053
H: 1.501 -1.410 1.552

HOMO energy = -8.68 eV
LUMO energy = -0.260 eV
HOMO-LUMO gap = 8.4 eV
SMILES = C=NNO.C=S

The structure with the most favorable energy is run Q; the runner-up is 245.7 kJ/mol above it.